[1]
{"formula": "C5H15NOS", "method": "the ωB97M-V functional and the def2-TZVPD basis", "species": ["C", "N", "C", "C", "C", "S", "C", "H", "H", "H", "H", "H", "H", "H", "H", "H", "H", "H", "H", "H", "H", "H", "O"], "positions_angstrom": [[-0.42283, -1.45952, -3.25334], [0.18732, -0.99139, -2.02512], [-0.54176, 0.08318, -1.33278], [-0.56642, -0.27872, 0.16715], [0.69115, 0.08118, 1.02255], [0.76276, -1.09460, 2.40849], [-0.06408, 1.50560, -1.53139], [-0.86725, -0.70156, -3.89685], [-1.12061, -2.26730, -3.02268], [0.34592, -1.90555, -3.88474], [1.19009, -0.81498, -2.07060], [-1.58562, 0.01849, -1.66787], [-0.85926, -1.32552, 0.19776], [-1.37141, 0.20626, 0.74232], [0.73070, 1.09796, 1.39434], [1.56022, -0.18127, 0.41557], [0.97111, -2.15926, 1.68250], [0.16778, 1.70472, -2.57573], [0.88490, 1.62605, -0.98891], [-0.65888, 2.26699, -1.03512], [0.12791, 1.96637, 7.05162], [0.08693, 1.44598, 5.65201], [0.35133, 1.17689, 6.55079]], "nbo_charge": [-0.417, -0.657, -0.063, -0.452, -0.749, -0.096, -0.760, 0.167, 0.179, 0.188, 0.362, 0.180, 0.210, 0.201, 0.195, 0.188, 0.070, 0.198, 0.204, 0.218, 0.411, 0.361, -1.139], "s_squared": 0.750, "relative_energy_ev": 0.7359, "spin_multiplicity": 2, "charge": -1}



[2]
{"formula": "C21H15N", "method": "the ωB97M-V functional and the def2-TZVPD basis", "species": ["C", "C", "C", "C", "C", "C", "C", "C", "C", "N", "C", "C", "C", "C", "C", "C", "C", "C", "C", "C", "C", "C", "H", "H", "H", "H", "H", "H", "H", "H", "H", "H", "H", "H", "H", "H", "H"], "positions_angstrom": [[2.96099, 1.37658, 5.10985], [3.57353, 0.40104, 4.09475], [2.55712, -0.14462, 3.08396], [2.04644, -1.44792, 3.19751], [1.10143, -1.98329, 2.28880], [0.64401, -1.18284, 1.25681], [1.17818, 0.13271, 1.07818], [2.12731, 0.65464, 1.99961], [0.58315, 0.64783, -0.06779], [0.57063, 1.80900, -0.81672], [-0.33661, 1.48356, -1.76109], [-0.76073, 2.30222, -2.80693], [-1.74965, 1.84669, -3.73887], [-2.32510, 0.59030, -3.58212], [-3.29569, 0.20338, -4.49646], [-3.95380, -1.03844, -4.40609], [-3.58280, -1.91440, -3.38457], [-2.58037, -1.53601, -2.46070], [-1.95827, -0.27395, -2.51217], [-0.93318, 0.19768, -1.64287], [-0.31428, -0.31978, -0.57306], [-0.27544, -1.51417, 0.29976], [3.78600, 1.82418, 5.66119], [2.42326, 2.17802, 4.60033], [2.30330, 0.86565, 5.81319], [4.09099, -0.41200, 4.63089], [4.34889, 0.94289, 3.55476], [2.38420, -2.01479, 4.06963], [0.69262, -3.00886, 2.45367], [2.52069, 1.68357, 1.86452], [-0.28917, 3.25122, -2.91611], [-2.02400, 2.53126, -4.54985], [-3.64537, 0.81520, -5.31962], [-4.68405, -1.34553, -5.15573], [-3.98734, -2.90055, -3.39729], [-2.34046, -2.26461, -1.68008], [-0.85641, -2.43586, 0.21072]], "nbo_charge": [-0.595, -0.422, 0.022, -0.220, -0.172, -0.055, -0.085, -0.167, 0.240, -0.359, 0.099, -0.191, -0.166, -0.118, -0.157, -0.226, -0.209, -0.209, 0.025, -0.053, -0.155, -0.024, 0.210, 0.208, 0.208, 0.211, 0.212, 0.212, 0.218, 0.226, 0.217, 0.215, 0.210, 0.213, 0.211, 0.200, 0.226], "smiles": "CCc1ccc2c(c1)C1=Nc3ccc4ccccc4c3C1=C2", "relative_energy_ev": 0.0000}



[3]
{"formula": "C3H6N3P", "method": "the ωB97M-V functional and the def2-TZVPD basis", "species": ["C", "C", "C", "N", "N", "N", "P", "H", "H", "H", "H", "H", "H"], "positions_angstrom": [[0.64454, 0.26029, 1.86687], [1.63419, -0.64516, 1.96423], [-0.02829, -0.03237, 0.64156], [0.52472, -1.11271, 0.10893], [1.51840, -1.45321, 0.89733], [-1.62854, 1.16872, -2.73595], [-2.06050, 1.23894, -1.08112], [0.40103, 1.11937, 2.61113], [2.23329, -0.79548, 2.75584], [2.16694, -2.02549, 0.42586], [-1.09316, 2.00959, -2.90200], [-1.62649, 0.29591, -3.22769], [-2.68613, -0.02840, -1.32498]], "nbo_charge": [-0.406, -0.085, 0.047, -0.363, -0.339, -1.128, 0.689, 0.230, 0.207, 0.401, 0.400, 0.415, -0.067], "relative_energy_ev": 4.4026}



[4]
{"formula": "C7H15N", "method": "the ωB97M-V functional and the def2-TZVPD basis", "species": ["C", "C", "C", "C", "C", "N", "C", "C", "H", "H", "H", "H", "H", "H", "H", "H", "H", "H", "H", "H", "H", "H", "H"], "positions_angstrom": [[0.04903, 0.88846, -1.66088], [-0.87486, 1.34976, 0.99029], [1.68488, -0.85021, 1.46058], [1.13375, 1.79873, -1.79245], [-1.71546, -1.77713, -0.26905], [0.12541, 0.59368, 0.22695], [0.39268, -0.73583, 0.70260], [-0.40082, -1.77723, 0.44803], [0.18041, -0.13323, -1.99874], [-0.96904, 1.24063, -1.80005], [-0.07480, -2.74205, 0.82002], [-0.90994, 2.36561, 0.59350], [-0.60754, 1.39830, 2.04902], [-1.84966, 0.87479, 0.89915], [2.52112, -0.52687, 0.83618], [1.67272, -0.21145, 2.34773], [1.86659, -1.87526, 1.77859], [2.04192, 1.43042, -2.25569], [0.90336, 2.82671, -2.04875], [1.02122, 1.23799, 0.05388], [-2.52144, -2.09051, 0.40030], [-1.97405, -0.80305, -0.67774], [-1.69548, -2.48224, -1.10349]], "nbo_charge": [-0.215, -0.407, -0.638, -0.792, -0.647, -0.609, 0.163, -0.214, 0.191, 0.188, 0.203, 0.213, 0.194, 0.201, 0.222, 0.214, 0.220, 0.199, 0.198, 0.464, 0.219, 0.212, 0.221], "relative_energy_ev": 3.5629}



[5]
{"formula": "C5H10NS", "method": "the ωB97M-V functional and the def2-TZVPD basis", "species": ["C", "C", "C", "C", "C", "N", "S", "H", "H", "H", "H", "H", "H", "H", "H", "H", "H"], "positions_angstrom": [[-1.62091, 0.74628, 0.64762], [-1.50187, -0.77199, 0.44789], [-0.56173, 1.31606, -0.30928], [-0.74273, -0.87622, -0.88007], [3.64377, -0.47352, 0.27995], [-0.05702, 0.30815, -1.10535], [2.25370, 0.31360, 0.04924], [-2.61007, 1.09858, 0.35605], [-1.45257, 1.04528, 1.67951], [-0.91475, -1.23646, 1.24218], [-2.47040, -1.26475, 0.41319], [-0.94169, 2.10428, -0.98088], [0.27374, 1.85045, 0.18085], [-0.11044, -1.76005, -1.01338], [-1.44639, -0.93013, -1.73467], [4.46917, 0.02807, 0.76589], [3.79020, -1.49765, -0.03875]], "nbo_charge": [-0.439, -0.426, -0.360, -0.333, -0.394, 0.008, 0.304, 0.237, 0.245, 0.227, 0.249, 0.314, 0.303, 0.275, 0.310, 0.245, 0.235], "relative_energy_ev": 4.6165, "charge": 1}



[6]
{"formula": "C6H10", "method": "the ωB97M-V functional and the def2-TZVPD basis", "species": ["C", "C", "C", "C", "C", "C", "H", "H", "H", "H", "H", "H", "H", "H", "H", "H"], "positions_angstrom": [[0.22180, 1.57122, 1.07370], [-0.33250, 0.80962, -0.13718], [-1.24363, -0.29446, 0.30763], [-0.83445, -1.51729, -0.00023], [0.44097, -1.55231, -0.80524], [0.78730, 0.08785, -0.94028], [0.84880, 0.89682, 1.66820], [-0.58873, 1.93185, 1.71794], [0.83052, 2.43475, 0.78106], [-0.90785, 1.52298, -0.75097], [-2.15784, -0.07407, 0.84608], [-1.43780, -2.39723, 0.22202], [1.31861, -1.89065, -0.24909], [0.32551, -2.39336, -1.53230], [1.01127, 0.71298, -1.83174], [1.71801, 0.15129, -0.36959]], "nbo_charge": [-0.594, -0.267, -0.183, -0.199, -0.444, -0.393, 0.203, 0.207, 0.207, 0.201, 0.205, 0.210, 0.206, 0.222, 0.223, 0.198], "smiles": "C[C@@H]1C=CCC1", "relative_energy_ev": 1.0006}



[7]
{"formula": "C21H43GdN2P3Se", "method": "the ωB97M-V functional and the def2-TZVPD basis", "species": ["Gd", "P", "P", "P", "H", "C", "C", "H", "C", "C", "C", "C", "C", "C", "C", "C", "C", "H", "H", "H", "H", "H", "H", "H", "H", "H", "H", "H", "H", "H", "H", "H", "H", "H", "H", "H", "H", "H", "H", "H", "H", "H", "H", "H", "H", "H", "C", "C", "C", "C", "C", "C", "Se", "H", "H", "H", "H", "H", "H", "C", "N", "C", "C", "N", "C", "H", "H", "H", "H", "H", "H"], "positions_angstrom": [[0.48117, 0.86712, -1.48775], [1.62728, -1.23720, 1.76895], [0.44778, -2.16330, -1.31972], [-0.07685, 1.75265, 1.55787], [-3.36702, 1.14932, -3.59209], [-2.76581, 1.96178, -3.15354], [-1.39056, 1.75631, -2.90336], [-0.90819, 0.98497, -3.51333], [0.61737, -2.25352, 2.91679], [2.82287, -2.54513, 1.29655], [2.57634, -0.29422, 3.03337], [-0.78122, -2.14204, -2.68430], [1.76252, -3.07016, -2.24367], [-0.27888, -3.69912, -0.56363], [-1.42098, 2.95230, 1.17200], [1.08326, 2.99162, 2.24116], [-0.88542, 1.36352, 3.21978], [-3.21790, 2.98211, -3.05298], [-0.85388, 2.53832, -2.32454], [1.28297, -2.79420, 3.60135], [0.03745, -2.98770, 2.34684], [-0.05584, -1.61561, 3.50068], [3.37868, -2.86079, 2.19530], [3.53262, -2.16004, 0.54314], [2.27443, -3.40963, 0.88752], [3.31133, -0.95858, 3.50752], [1.89909, 0.09814, 3.80635], [3.11077, 0.53935, 2.55698], [-0.61795, -3.05089, -3.27430], [-0.65323, -1.27083, -3.33888], [-1.79694, -2.14792, -2.28157], [1.35718, -4.00401, -2.65056], [2.62305, -3.30027, -1.61280], [2.10636, -2.45470, -3.07590], [-0.40356, -4.44418, -1.37213], [-1.27251, -3.50283, -0.13771], [0.33715, -4.15780, 0.22418], [-1.49544, 3.60009, 2.05302], [-2.38491, 2.45995, 1.02142], [-1.18422, 3.55626, 0.29407], [0.49559, 3.77229, 2.73459], [1.65365, 3.44556, 1.42911], [1.78048, 2.56154, 2.96432], [-1.24023, 2.32653, 3.63337], [-0.19548, 0.92266, 3.95366], [-1.74862, 0.68516, 3.11103], [-4.11635, -0.44241, 0.00287], [-4.45383, -0.13438, -1.30922], [-5.76117, 0.28891, -1.58220], [-6.66502, 0.47523, -0.54677], [-6.31061, 0.17970, 0.76382], [-5.01542, -0.24125, 1.03979], [-2.17091, -0.93459, 0.66822], [-2.42359, 0.57504, 0.65281], [-3.71131, -0.17639, -2.10959], [-6.02304, 0.57949, -2.59526], [-7.65331, 0.86475, -0.73350], [-7.02313, 0.29634, 1.56249], [-4.64325, -0.36667, 2.04856], [6.15942, 1.17404, -0.77013], [4.71730, 1.28300, -1.07173], [4.19033, 1.97142, -2.15525], [2.84335, 1.81544, -2.14853], [2.53822, 1.01818, -1.03414], [3.69872, 0.72985, -0.41913], [6.66209, 0.64504, -1.60238], [6.58404, 2.18999, -0.66823], [6.29058, 0.61099, 0.16762], [4.85835, 2.49195, -2.81249], [2.07694, 2.22296, -2.81986], [3.74784, 0.14047, 0.48406]], "lowdin_charge": [1.339, 0.757, 0.682, 0.714, 0.083, 0.094, -0.229, 0.030, -0.260, -0.280, -0.270, -0.300, -0.254, -0.259, -0.292, -0.264, -0.240, 0.118, 0.015, 0.073, 0.032, 0.041, 0.069, 0.035, 0.033, 0.066, 0.044, 0.023, 0.070, 0.016, 0.040, 0.067, 0.041, 0.050, 0.077, 0.016, 0.046, 0.058, 0.036, 0.045, 0.064, 0.044, 0.045, 0.069, 0.041, 0.024, -0.449, -0.135, -0.058, -0.047, -0.037, -0.127, 0.759, -0.128, 0.065, 0.117, 0.122, 0.123, 0.099, 0.049, -0.066, 0.015, -0.159, -0.227, -0.088, 0.123, 0.123, 0.112, 0.153, 0.103, 0.110], "s_squared": 16.221, "relative_energy_ev": 2.5336, "spin_multiplicity": 8, "charge": 3}



[8]
{"formula": "C21H56Br2F3NO11PS8", "method": "the ωB97M-V functional and the def2-TZVPD basis", "species": ["O", "P", "O", "O", "C", "N", "C", "C", "C", "F", "Br", "C", "F", "F", "Br", "H", "H", "H", "H", "H", "H", "H", "H", "C", "S", "O", "C", "H", "H", "H", "H", "H", "H", "C", "S", "O", "C", "H", "H", "H", "H", "H", "H", "C", "S", "O", "C", "H", "H", "H", "H", "H", "H", "C", "S", "O", "C", "H", "H", "H", "H", "H", "H", "C", "S", "O", "C", "H", "H", "H", "H", "H", "H", "C", "S", "O", "C", "H", "H", "H", "H", "H", "H", "C", "S", "O", "C", "H", "H", "H", "H", "H", "H", "C", "S", "O", "C", "H", "H", "H", "H", "H", "H"], "positions_angstrom": [[-1.25489, 2.49689, 0.68104], [-1.31311, 1.25910, 1.46633], [-1.98428, 0.13385, 0.51086], [0.24880, 0.82358, 1.73180], [-2.25159, 1.57811, 3.06374], [-3.31535, 0.71007, 3.37185], [-2.92426, -0.65626, 3.57314], [-1.62246, -0.93081, 4.36345], [-1.59370, -0.52711, 5.82457], [-0.77898, 0.53028, 6.02555], [-3.32276, -0.02634, 6.58445], [-1.02344, -1.63942, 6.75972], [-0.67190, -1.07806, 7.91014], [-1.91232, -2.55352, 7.01901], [0.61077, -2.42969, 6.08032], [-1.48265, -0.69776, 0.52943], [0.42816, -0.06338, 1.37611], [-1.47759, 1.69690, 3.84864], [-2.66691, 2.56394, 2.89889], [-2.80649, -1.17808, 2.60083], [-3.73423, -1.16426, 4.05643], [-0.73215, -0.50926, 3.91167], [-1.47868, -2.00839, 4.35139], [-0.98694, -1.09872, -2.81559], [0.55535, -1.62870, -2.06265], [0.54036, -1.14061, -0.65584], [1.60547, -0.49656, -2.98705], [-1.79781, -1.65055, -2.34504], [-1.12848, -0.02978, -2.65239], [-0.96241, -1.32319, -3.88195], [1.28439, 0.53124, -2.81216], [1.54622, -0.73913, -4.04827], [2.62884, -0.62506, -2.63900], [-0.53443, 5.90410, -2.25093], [-0.99422, 4.25156, -2.78806], [-1.34189, 4.33943, -4.24202], [-2.52443, 4.17265, -1.86209], [0.39792, 6.17491, -2.74103], [-1.30910, 6.61698, -2.52681], [-0.39179, 5.90009, -1.17020], [-3.17547, 4.99426, -2.16703], [-2.29983, 4.22501, -0.79614], [-3.00155, 3.22012, -2.08020], [-1.57450, 2.29031, -8.05693], [-2.70523, 2.63600, -6.69775], [-3.45915, 1.38063, -6.43386], [-3.79303, 3.71160, -7.64688], [-0.82234, 1.59191, -7.69662], [-2.12052, 1.84511, -8.89027], [-1.09249, 3.21681, -8.36933], [-4.18980, 3.17145, -8.50803], [-3.23648, 4.59066, -7.97199], [-4.60995, 4.01759, -6.99725], [2.80984, -4.72541, -0.35410], [2.56210, -5.15078, -2.08435], [1.13374, -4.88616, -2.39125], [2.75743, -6.92141, -1.87915], [2.69062, -3.64812, -0.24857], [2.06662, -5.23585, 0.25802], [3.81677, -5.01450, -0.05100], [2.02112, -7.29019, -1.16230], [3.76429, -7.13423, -1.53456], [2.60158, -7.39322, -2.84315], [4.56634, -1.20493, 9.60630], [4.09501, -2.83406, 9.00517], [3.87658, -2.71203, 7.54567], [2.47014, -2.85081, 9.77619], [5.54801, -0.96768, 9.20154], [3.84058, -0.46579, 9.26666], [4.61387, -1.22006, 10.69561], [1.88708, -1.99987, 9.42297], [2.58322, -2.81359, 10.86037], [1.97272, -3.77565, 9.49213], [-7.63593, -2.62762, 2.47482], [-5.95749, -2.58070, 1.82037], [-5.03754, -2.50296, 2.97541], [-6.05677, -0.91760, 1.14847], [-7.77145, -3.57743, 2.98880], [-7.77629, -1.80608, 3.17784], [-8.34907, -2.55172, 1.65294], [-6.29385, -0.21423, 1.94655], [-6.81842, -0.88832, 0.36665], [-5.08444, -0.66708, 0.72759], [2.72742, 8.81366, -2.11067], [1.26372, 8.89168, -1.06792], [0.08476, 8.86699, -1.96636], [1.49524, 10.60111, -0.55655], [2.76017, 7.82831, -2.57082], [2.66801, 9.57925, -2.88473], [3.61702, 8.95968, -1.49767], [1.51947, 11.24686, -1.43469], [2.42504, 10.68845, 0.00603], [0.65726, 10.87777, 0.07948], [6.65877, -7.75632, -5.56081], [6.28861, -6.97762, -3.98263], [4.92926, -7.42639, -3.57982], [6.11684, -5.31008, -4.62954], [6.76280, -8.82612, -5.39255], [5.84343, -7.57197, -6.26039], [7.59409, -7.35556, -5.95179], [5.33638, -5.29039, -5.39013], [7.06883, -4.98593, -5.05064], [5.83974, -4.65582, -3.80548]], "lowdin_charge": [-0.339, 0.489, -0.172, -0.176, -0.401, -0.187, -0.411, -0.204, -0.800, -0.020, 0.831, -1.001, 0.013, 0.054, 0.844, 0.040, 0.032, 0.065, 0.063, 0.076, 0.033, 0.095, 0.082, -0.246, 0.825, -0.553, -0.258, 0.055, 0.062, 0.055, 0.060, 0.051, 0.045, -0.292, 0.806, -0.612, -0.268, 0.032, 0.052, 0.059, 0.054, 0.037, 0.053, -0.274, 0.804, -0.556, -0.271, 0.045, 0.051, 0.050, 0.051, 0.051, 0.048, -0.259, 0.777, -0.573, -0.293, 0.043, 0.062, 0.052, 0.061, 0.036, 0.039, -0.277, 0.785, -0.569, -0.273, 0.046, 0.060, 0.048, 0.050, 0.049, 0.050, -0.285, 0.800, -0.543, -0.262, 0.040, 0.056, 0.044, 0.061, 0.046, 0.045, -0.269, 0.802, -0.544, -0.275, 0.046, 0.057, 0.051, 0.055, 0.051, 0.049, -0.273, 0.821, -0.559, -0.267, 0.048, 0.059, 0.051, 0.062, 0.052, 0.046], "charge": -1}



[9]
{"formula": "C2H4N2S", "method": "the ωB97M-V functional and the def2-TZVPD basis", "species": ["H", "N", "C", "N", "C", "S", "H", "H", "H"], "positions_angstrom": [[-1.66350, -1.64574, 0.05050], [-2.04154, -0.69369, -0.11982], [-0.96146, -0.02311, 0.06208], [-0.92842, 1.29992, 0.02406], [0.33126, -0.75225, 0.09817], [1.75461, 0.02624, -0.04972], [-1.92802, 1.64866, -0.02799], [-0.06383, 1.83389, 0.18780], [0.15259, -1.84812, 0.29397]], "nbo_charge": [0.320, -0.645, 0.320, -0.815, -0.314, 0.083, 0.419, 0.426, 0.206], "smiles": "[H]/N=C(/N)C=S", "relative_energy_ev": 0.7117}



In Ha, the energy values for the records above are, in order, -727.60668, -863.92175, -623.37712, -330.33697, -649.05573, -234.56574, -5125.55049, -10690.42451, -586.26823.
In Eh/bohr, the max |F| values for the records above are, in order, 0.054, 0.150, 0.075, 0.049, 0.036, 0.032, 0.089, 0.033, 0.050.